The following is a DFT calculation (wB97M-V/def2-TZVPD) of one molecule with the formula CO4S2 in a non-equilibrium geometry.

Element x y z (Å)
C1 1.4987 -1.0779 0.0921
O1 1.7908 1.6415 0.3477
O2 -0.4638 0.6816 -0.1519
O3 -2.6759 -0.0500 0.5766
O4 0.6191 -1.8347 0.2530
S1 1.0704 0.7503 -0.5881
S2 -1.8395 -0.1107 -0.5295

## Properties
2S+1	1
gap between HOMO and LUMO (alpha / beta)	7.338 / 7.556	eV



The following is a DFT calculation (wB97M-V/def2-TZVPD) of a 2-piece molecular cluster, COP2 overall in a non-equilibrium geometry.

Element x y z (Å)
C1 2.4824 -0.0677 -1.0816
O1 1.7408 -0.4149 -0.3023
P1 -1.6864 -0.1083 -0.1152
P2 -2.5368 0.5909 1.4991

## Properties
2S+1	1
gap between HOMO and LUMO	9.095	eV



The following is a DFT calculation (wB97M-V/def2-TZVPD) of Ca6O16P4 as an isolated structure in a non-equilibrium geometry.

Element x y z (Å)
Ca1 1.6876 4.7960 0.5370
Ca2 2.6516 0.5331 2.4949
Ca3 3.3672 2.1334 -1.0387
Ca4 -1.2029 1.8364 3.4110
Ca5 0.4356 -0.6135 -1.5052
Ca6 -2.6794 -0.2896 0.6323
P1 -2.5569 -1.3873 3.2550
O1 -3.5341 -1.8135 4.4203
O2 -2.2140 0.0765 2.7520
O3 -3.1652 -1.9849 1.9214
O4 -1.5429 -2.5673 3.3947
P2 3.5795 -0.0600 -3.0330
O5 3.6183 -1.6337 -3.1679
O6 3.2243 0.4829 -4.5237
O7 4.7964 0.7372 -2.2620
O8 2.3699 0.0972 -2.2006
P3 0.7008 1.3477 0.7635
O9 0.7150 1.4932 2.3019
O10 0.9784 2.7490 0.2513
O11 -0.5259 0.4627 0.3130
O12 2.0550 0.7892 0.5331
P4 -2.6073 -1.5145 -1.8287
O13 -3.3270 -2.6313 -2.7011
O14 -1.7571 -2.0379 -0.6097
O15 -3.4300 -0.3018 -1.4275
O16 -1.6370 -0.6991 -2.6832

## Properties
2S+1	1
gap between HOMO and LUMO	1.886	eV



The following is a DFT calculation (wB97M-V/def2-TZVPD) of Ca6O16P4 as an isolated structure in a non-equilibrium geometry.

Element x y z (Å)
Ca1 -18.1082 -19.3915 -11.2378
Ca2 -18.2973 -22.6033 -15.8392
Ca3 -21.3350 -21.1885 -12.8864
Ca4 -14.9116 -19.1814 -13.0927
Ca5 -17.2366 -23.5749 -11.0267
Ca6 -14.9569 -22.5588 -14.4759
P1 -17.7141 -21.5546 -12.9180
O1 -18.2959 -21.6583 -11.6041
O2 -16.5288 -20.6222 -12.5265
O3 -18.6829 -20.8215 -13.5412
O4 -17.0229 -22.7130 -13.6840
P2 -14.8589 -24.8313 -12.3533
O5 -15.1502 -23.5097 -11.6664
O6 -14.0286 -25.9693 -11.6690
O7 -14.1911 -24.4829 -13.7509
O8 -16.2594 -25.3899 -12.7709
P3 -16.3504 -17.2575 -11.9895
O9 -16.3162 -17.7016 -13.5553
O10 -17.7318 -17.3780 -11.3813
O11 -15.8379 -15.7883 -11.5753
O12 -15.6506 -18.3772 -11.1673
P4 -15.3902 -24.4781 -16.7327
O13 -15.0909 -25.8822 -16.2970
O14 -14.3257 -23.4554 -16.5948
O15 -16.8134 -24.2112 -16.1823
O16 -15.5037 -24.3727 -18.2532

## Properties
2S+1	2
gap between HOMO and LUMO (alpha / beta)	3.020 / 3.615	eV
total charge	+1



The following is a DFT calculation (wB97M-V/def2-TZVPD) of CaH12N2O12 as an isolated structure in a non-equilibrium geometry.

Element x y z (Å)
Ca1 -2.0153 1.3920 2.4016
N1 -1.7201 -1.6009 4.1343
O1 -0.8253 -2.4102 3.9319
O2 -2.1364 -0.8493 3.1557
O3 -2.2107 -1.4099 5.2585
N2 -0.5254 -0.2569 -0.5700
O4 0.4607 0.3875 -1.0128
O5 -0.9515 -0.0551 0.5934
O6 -1.0205 -1.1652 -1.2693
O7 2.6524 1.2920 0.7517
H1 3.3207 0.7335 0.3425
H2 1.8261 1.0562 0.2926
O8 -0.7453 -3.2619 0.8286
H3 -0.9561 -2.5337 0.2218
H4 -0.7350 -2.8586 1.7094
O9 0.9523 2.6708 -3.0219
H5 0.8793 3.1035 -2.1676
H6 1.1468 1.7492 -2.8077
O10 -1.9560 0.4089 -3.9046
H7 -1.6000 0.3522 -3.0110
H8 -1.2447 0.0817 -4.4648
O11 2.1227 -1.6218 -2.4934
H9 2.7293 -1.7263 -1.7543
H10 1.4522 -0.9957 -2.1780
O12 0.0629 2.2573 1.7360
H11 0.9275 2.2648 2.1864
H12 0.1094 2.9963 1.1111

## Properties
2S+1	1
gap between HOMO and LUMO	6.761	eV



The following is a DFT calculation (wB97M-V/def2-TZVPD) of CaH14O7 as an isolated structure in a non-equilibrium geometry.

Element x y z (Å)
Ca1 0.0262 0.0123 0.1200
O1 -0.4884 -1.8090 -1.2338
H1 -0.1462 -2.6865 -1.0631
H2 -0.9474 -1.8889 -2.0700
O2 1.9088 0.2007 -1.4688
H3 2.3471 -0.6310 -1.6489
H4 2.3489 0.8320 -2.0380
O3 0.0647 2.3628 0.4442
H5 0.6791 3.0867 0.3233
H6 -0.6290 2.7261 0.9946
O4 2.0037 0.3115 1.4885
H7 2.6498 -0.1301 2.0396
H8 2.1043 1.2401 1.6978
O5 -2.2594 0.0616 0.7544
H9 -2.9510 -0.4850 0.3812
H10 -2.4515 0.0848 1.6918
O6 0.0983 -1.9140 1.5634
H11 -0.6931 -1.9295 2.1015
H12 0.5778 -2.7020 1.8190
O7 -1.1010 1.0406 -1.7367
H13 -1.2301 0.7091 -2.6253
H14 -1.9116 1.5079 -1.5347

## Properties
2S+1	2
gap between HOMO and LUMO (alpha / beta)	13.117 / 3.857	eV
total charge	+3



One value per record, in order, for E: -1135.29978 -796.00914 -6635.37822 -6635.28019 -1696.99797 -1211.59826 a.u..